No. 1
Below is C33H40N4P2SSn as an isolated structure, with properties calculated with ωB97M-V/def2-TZVPD.

CARTESIAN COORDINATES (ANGSTROEM)
Sn -1.9169 -0.8145 0.6159
C 4.1148 -4.8603 -1.3805
C 3.5542 -4.0489 -0.4698
C 3.2888 -2.5581 -0.5150
C 1.8958 -2.1824 -1.0201
C 1.8084 -2.0655 -2.5117
C 2.6433 -2.5879 -3.4324
C 3.9982 -3.2440 -3.3172
C 4.0432 -4.7410 -2.8793
C -4.1589 -1.0896 0.6259
H 4.5650 -5.7944 -1.0116
H 3.1802 -4.5231 0.4605
H 4.0106 -2.0452 -1.1584
H 3.3994 -2.2180 0.5301
H 1.1283 -2.8410 -0.5733
H 1.6823 -1.1631 -0.6708
H 1.0508 -1.3767 -2.8767
H 2.3749 -2.4347 -4.4758
H 4.7208 -2.7176 -2.6868
H 4.4134 -3.2216 -4.3354
H 3.1867 -5.2981 -3.3127
H 4.9551 -5.2005 -3.3157
H -4.6113 -1.5321 1.5302
H -4.3731 -1.7302 -0.2626
H -4.6233 -0.1009 0.4304
P -1.8345 2.1093 -0.5678
P -0.2414 1.9568 2.3993
N -1.1126 2.1530 -2.1263
N -3.2870 3.2874 -1.0516
N 1.4171 2.3285 1.8097
N 0.0458 2.6958 4.0312
C -0.8334 3.4502 0.1261
C -0.9049 3.5288 1.6554
C -1.6812 1.3303 -3.1090
C -1.2812 1.8086 -4.3410
C -0.4132 2.9180 -4.1270
C -0.3487 3.1330 -2.7630
C -4.5969 2.8269 -0.9778
C -5.4758 3.9152 -0.9978
C -4.6769 5.0950 -1.1211
C -3.3502 4.6653 -1.2506
C 2.0405 1.3230 1.0616
C 2.9870 1.8877 0.2307
C 2.9725 3.2976 0.4648
C 2.0395 3.5404 1.4617
C 1.0417 3.5420 4.5301
C 0.7069 3.9710 5.8185
C -0.5819 3.4006 6.1193
C -0.9671 2.6590 5.0043
H -1.1484 4.4207 -0.2746
H 0.2020 3.2735 -0.1897
H -0.3242 4.4044 1.9866
H -1.9360 3.6472 2.0233
H -2.2595 0.4724 -2.8034
H -1.5840 1.4363 -5.2986
H 0.0986 3.4791 -4.8849
H 0.2238 3.8347 -2.1910
H -4.8184 1.7744 -0.9304
H -6.5530 3.8871 -0.9203
H -5.0059 6.1256 -1.0807
H -2.4612 5.2215 -1.5148
H 1.7420 0.2952 1.1826
H 3.6170 1.3529 -0.4583
H 3.5528 4.0553 -0.0357
H 1.7617 4.4741 1.9354
H 1.8931 3.7922 3.9269
H 1.2942 4.6193 6.4612
H -1.1355 3.5296 7.0457
H -1.8832 2.1323 4.8050
S -1.8772 -2.8104 2.3730
C -1.3910 -4.3368 1.7339
C -0.7254 -4.4440 0.4949
C -0.3012 -5.6654 -0.0343
C -0.3772 -6.8247 0.7612
C -1.1759 -6.7864 1.9202
C -1.6018 -5.5591 2.4346
H -0.5191 -3.5118 -0.0217
H 0.1129 -5.7146 -1.0526
H 0.1426 -7.7484 0.4974
H -1.4491 -7.7179 2.4441
H -2.1082 -5.5422 3.3980

Summary:
molar mass: 705.44 u
maximum force: 0.0929 hartree/bohr
LUMO level: -1.51 eV
gap between HOMO and LUMO: 5.84 eV

Here are the Löwdin charges for atoms 1 to 5, given in e: 0.810, -0.122, -0.102, -0.195, -0.200

No. 2
Below is C33H41ClFN2O5P2SiSn as an isolated structure, with properties calculated with ωB97M-V/def2-TZVPD.

CARTESIAN COORDINATES (ANGSTROEM)
Sn -20.0439 -3.2199 2.9439
C -22.4762 -1.8552 5.3482
P -22.5932 -2.5534 3.6007
C -23.5585 -4.1460 3.6876
C -23.6045 -1.3494 2.7131
C -23.9379 -0.0706 3.2725
C -24.9037 0.7686 2.6834
C -25.4069 0.4230 1.4590
C -25.1463 -0.8183 0.8840
C -24.2126 -1.7093 1.4192
P -23.7591 -3.2400 0.4245
C -25.4073 -3.7912 -0.1448
C -23.1481 -2.3395 -1.1135
H -21.9277 -0.8795 5.1824
H -21.8366 -2.5457 5.9343
H -23.4369 -1.8194 5.8806
H -24.3467 -4.0688 4.4310
H -22.8948 -5.0049 4.0084
H -23.8356 -4.3780 2.6297
H -23.4497 0.2451 4.1543
H -25.1487 1.6913 3.1664
H -26.1928 0.9888 0.9229
H -25.6337 -1.1081 -0.0368
H -25.8231 -3.0631 -0.8651
H -26.1061 -4.0980 0.6794
H -25.2933 -4.6839 -0.8138
H -23.6457 -1.3470 -1.3399
H -23.1427 -3.0418 -1.9609
H -22.0737 -2.0862 -0.8584
C -19.7433 1.3883 2.7951
C -18.6691 0.8431 1.8448
C -17.7731 2.0305 1.4533
C -19.3057 0.2949 0.5508
Si -17.7692 -0.6226 2.8892
O -18.9450 -1.5222 3.5341
C -16.3729 -1.4068 1.9532
C -15.2149 -1.8849 2.7083
C -14.2191 -2.5901 2.0938
C -14.3234 -2.8403 0.7160
C -15.3474 -2.3001 -0.0457
C -16.3372 -1.5705 0.5953
C -16.9171 0.3705 4.2784
C -17.6002 0.5886 5.4319
C -17.1306 1.5611 6.3176
C -15.9067 2.1753 6.1138
C -15.2608 1.9970 4.8956
C -15.7280 1.0680 3.9921
H -20.4180 2.1531 2.2602
H -19.2334 1.9363 3.6366
H -20.3390 0.6430 3.3039
H -18.3468 2.5879 0.7473
H -16.8537 1.7622 0.8839
H -17.5734 2.7565 2.2759
H -19.8770 1.1002 0.0218
H -20.0045 -0.5185 0.6675
H -18.5225 0.0152 -0.1620
H -15.1296 -1.5366 3.7501
H -13.4450 -3.0419 2.6690
H -13.5845 -3.4701 0.2645
H -15.3782 -2.3544 -1.0920
H -17.1544 -1.0588 0.0219
H -18.4844 0.0554 5.7001
H -17.7211 1.7302 7.2423
H -15.4669 2.8766 6.8272
H -14.3561 2.4854 4.5792
H -15.1582 0.8017 3.0565
Cl -18.9699 -4.8366 -0.0666
C -20.0556 -3.6931 0.6992
H -21.0954 -3.9419 0.5253
H -19.9824 -2.7540 0.0966
F -16.2702 -8.2023 6.6076
C -16.6575 -7.4409 5.5236
C -17.8165 -7.6679 4.8866
N -18.2882 -6.7516 3.9081
C -19.7401 -6.7055 3.7232
C -20.4656 -5.7158 4.6819
O -21.4230 -6.1674 5.3170
O -20.0623 -4.4552 4.6877
C -17.4442 -5.8627 3.3475
O -17.8143 -5.0630 2.4385
N -16.0693 -5.9815 3.7680
C -15.7714 -6.3267 5.0830
O -14.9150 -5.8330 5.7742
H -18.5542 -8.4281 5.1531
H -20.1551 -7.7528 3.9511
H -19.9494 -6.4149 2.7017
H -15.5776 -5.1894 3.3816

Summary:
total charge: -1
energy relative to the best compared isomer or geometry (same formula, charge and spin): 2.960 eV
molar mass: 808.90 u
maximum force: 0.0860 hartree/bohr
LUMO level (spin up / spin down): 2.47 / 2.47 eV
gap between HOMO and LUMO (spin up / spin down): 4.27 / 4.28 eV

Here are the Löwdin charges for atoms 1 to 5, given in e: 1.159, -0.243, 0.782, -0.243, -0.354